Entry 1:
92
Properties=species:S:1:pos:R:3:forces:R:3 method="wB97M-V/def2-TZVPD" charge=0 homo_ev=-9.62 orbital_gap_ha=0.361
O 2.98664 3.03787 3.58014 -0.2 -2.4 0.0
O -0.63192 -2.59479 -3.24599 -0.4 0.0 -0.2
O -2.12102 2.84837 -1.10802 0.3 -0.2 0.3
O 1.47930 -3.38456 -4.81981 2.3 0.3 0.4
O 2.34483 0.39197 2.47002 -0.3 0.4 -0.8
O -1.45857 -1.54179 3.76038 -0.1 -0.6 -0.4
O 3.39705 0.16388 -1.77039 0.8 1.5 -0.5
O 0.97396 -1.10542 -0.70825 -1.0 2.7 0.6
O -3.91051 0.89163 0.21653 0.4 -0.5 -0.8
O -3.32762 -0.80137 -4.84776 1.3 -1.2 0.6
O -0.88106 3.30055 1.31423 0.3 -0.3 0.5
O 0.40596 -2.38991 1.89136 -0.1 1.1 -2.0
O -1.35230 0.54305 5.04353 1.3 0.1 0.3
N 2.57098 -2.67032 -2.96249 -1.3 -0.3 0.1
N -0.52187 0.29628 -1.70381 -0.2 0.2 0.0
N 3.71877 -0.74066 3.85741 0.5 0.0 0.1
N 4.20447 -0.69603 1.57533 -2.7 2.7 -1.6
N -2.01583 1.66879 2.38227 -0.3 -1.6 1.2
N 3.84797 -3.19673 -4.88429 -5.7 -0.3 -0.4
N 0.70791 1.04865 0.09509 0.9 -0.4 1.1
N -0.49873 2.89440 3.57201 0.6 0.2 -1.6
C -1.08431 2.61476 2.34297 -0.3 1.2 0.0
C -2.47232 0.60116 5.87619 -1.8 0.6 -1.2
C -3.51469 1.50966 -4.17471 -0.6 0.2 1.0
C -3.17748 0.52370 -5.28382 -0.6 1.3 -0.2
C -1.78377 0.88527 -5.88283 -0.6 -0.9 0.1
C -2.81975 3.93048 -1.70856 -0.2 0.3 0.9
C 3.04819 1.56598 -1.95920 -1.2 -0.1 0.1
C 0.37353 0.07734 -0.72456 1.1 -3.4 -1.7
C -1.10285 -3.61583 -2.32277 1.5 0.6 -1.4
C -3.51401 -0.46818 0.28943 1.6 -0.6 -0.1
C 4.08945 2.94148 2.64544 -0.6 0.2 0.7
C 2.57197 -3.10829 -4.26099 -0.5 0.3 -0.6
C 1.32183 -3.30008 2.44708 0.1 1.4 0.7
C -0.91339 -2.55539 4.62765 0.6 3.0 1.6
C 3.34353 -0.28404 2.58701 1.9 -1.7 1.4
H 5.01597 2.63736 3.15605 -0.2 0.0 -0.2
H -2.01890 1.06735 3.19356 0.0 0.3 0.3
H -1.32503 -0.04712 -6.27334 -0.1 0.8 0.0
H -3.46327 2.52531 -4.55439 -0.3 0.2 -0.4
H -0.97535 -1.53270 2.91093 0.3 -0.5 0.2
H 2.66131 2.08697 3.75273 0.6 2.2 -0.6
H -0.48858 2.13278 4.25327 0.0 0.3 -0.2
H -3.40029 1.24752 -0.53187 -0.2 0.5 0.3
H -3.87744 3.88240 -1.41469 0.2 0.5 0.3
H -2.51359 -1.18893 -4.41243 -1.1 0.9 -0.7
H -3.37057 0.84293 5.25131 0.4 0.0 0.4
H 2.00450 1.69555 -2.38513 1.0 -0.4 0.6
H 3.68638 2.05743 -2.70159 0.3 -0.5 0.3
H -0.71069 -0.41642 -2.38902 0.3 -0.5 0.1
H 1.70452 -2.32930 -2.51423 0.2 -0.7 -0.8
H -0.56009 -3.33601 4.04926 0.4 -1.8 -0.8
H 1.38972 0.80257 0.82810 -0.5 0.4 -0.3
H 4.67210 -1.02227 4.05827 -0.2 0.0 -0.6
H 0.35412 3.43221 3.40579 -0.2 -0.3 0.5
H -1.22371 -0.32039 4.50863 -1.0 0.9 0.8
H -2.52956 -0.57016 0.81715 -0.7 0.0 0.0
H -1.84509 3.07917 -0.17814 0.0 0.0 -0.5
H 3.88671 -3.50057 -5.82655 0.0 -0.2 -0.5
H 4.21019 3.95556 2.28599 0.2 0.1 -0.2
H -2.76729 -0.28808 6.40039 0.4 -0.9 0.2
H -4.01385 0.68130 -5.98923 0.6 -0.4 -0.3
H -0.38611 -4.43251 -2.32521 0.0 -0.2 0.3
H 4.61732 -3.04827 -4.37251 3.3 0.6 2.0
H -2.08032 -4.00874 -2.53132 -0.5 0.0 -0.6
H 1.80669 -2.80005 3.31827 -0.4 -0.9 -0.3
H 2.07198 -3.60770 1.78284 1.3 0.0 -1.3
H -0.01802 -2.08511 5.20154 -1.4 -0.9 -0.7
H 4.86962 -1.40338 1.53052 1.0 -1.3 0.9
H 0.80796 -4.21146 2.61796 -0.6 -0.8 1.0
H 0.38956 1.99265 -0.00738 -0.4 0.3 0.2
H -4.25215 -1.04564 0.80440 -0.5 -0.2 0.5
H 3.31824 -0.32101 4.68949 -0.4 0.1 -0.6
H -4.53206 1.35089 -3.68292 1.4 0.0 -0.7
H 3.30465 -2.17575 -2.54215 1.6 0.5 0.0
H 3.08642 2.12752 -0.99187 0.1 -0.4 -0.8
H -1.74896 1.71303 -6.60218 -0.5 -0.5 -0.2
H -3.30576 -0.99069 -0.66406 -0.5 0.6 0.0
H 3.95089 -0.36592 0.62089 0.1 -0.3 1.1
H 0.09546 -2.87694 -3.87252 -0.8 -0.4 0.6
H -1.20347 1.27625 -5.06612 0.7 -0.2 0.5
H -1.05484 1.14564 -1.76812 -0.1 0.4 0.2
H -2.86102 3.79430 -2.76607 0.4 -0.1 -0.8
H -2.32356 4.89849 -1.47499 -0.6 -0.5 -0.1
H 3.87587 2.27176 1.80394 0.0 0.1 0.2
H 0.70472 -2.00822 0.99636 -0.4 -0.6 1.4
H -2.55616 1.28025 1.63867 -0.1 0.7 -1.0
H 2.63975 -0.30523 -1.42871 -1.0 -0.2 0.4
H -2.73450 1.53188 -3.41137 -0.1 -0.4 0.3
H -1.14058 -3.13635 -1.38150 0.1 0.3 1.2
H -1.70177 -2.79956 5.34914 0.3 -0.2 -0.3
H -2.42639 1.38360 6.62839 0.6 0.2 -0.1

***

Entry 2:
77
Properties=species:S:1:pos:R:3:forces:R:3 method="wB97M-V/def2-TZVPD" charge=-1 homo_ev=-3.51 orbital_gap_ha=0.179
I -2.90988 -4.62263 2.19676 0.0 0.0 0.0
I 0.74945 -3.55931 6.78606 0.0 0.0 0.0
Rb -0.84586 0.22159 -0.36614 0.0 0.1 0.0
Br 2.50129 -5.79903 3.81370 0.0 0.0 0.0
S 2.37400 1.59250 -1.19798 0.0 -0.1 0.0
S 4.47973 2.24522 0.87242 -0.1 0.0 0.0
O 2.03779 3.23065 0.64705 -0.1 0.0 0.0
O 3.64087 -0.45448 -2.09906 0.0 -0.1 0.0
O -1.50400 -1.96218 1.19553 0.0 -0.1 0.0
N 0.45208 -0.40527 2.28341 0.0 0.0 0.0
N 1.27981 -2.15008 -0.87537 0.0 0.0 0.0
N 0.65845 -0.45927 -2.96174 0.0 0.0 0.0
N 3.54397 0.12073 -1.09704 -0.1 0.2 0.0
C -1.43876 3.83365 0.92976 0.0 0.0 0.0
C 1.02177 -4.95672 1.53998 0.0 0.0 0.0
C -4.26608 0.98728 -2.28673 0.0 0.0 0.0
C 1.43938 0.30519 2.77004 0.0 0.0 0.0
C 0.26598 -1.49724 -5.50389 0.0 0.0 0.0
C 2.10537 -4.66259 2.34875 0.0 0.0 0.0
C 1.02351 -2.64245 -2.01176 0.0 0.1 0.0
C 0.53698 -2.33807 -4.43298 0.0 0.0 0.0
C 0.01952 -1.49000 2.96732 0.0 0.0 0.0
C 0.19363 -0.13476 -5.28074 0.0 0.0 0.0
C -2.09542 2.52045 -3.99238 0.0 0.0 0.0
C 1.53329 -3.02343 0.20329 0.0 0.0 0.0
C -3.91673 1.82410 0.73574 0.0 0.0 0.1
C -1.38198 3.27665 -1.60807 0.0 -0.1 0.0
C -1.45792 -3.40235 3.06740 0.0 0.0 0.0
C 2.08558 0.00070 3.97848 0.0 0.0 0.0
C 0.39569 0.33595 -3.98661 0.0 0.0 0.0
C -3.18567 1.87688 -1.74047 0.0 0.0 0.0
C 2.99443 2.42342 0.21891 0.2 0.0 0.0
C -0.93608 -3.74378 4.31244 0.0 0.0 0.0
C 0.73799 -4.13470 0.46090 0.0 0.0 0.0
C 2.58741 -2.71234 1.05720 0.0 0.0 0.0
C 2.29996 4.08949 1.76326 0.0 0.0 0.0
C -1.04719 -2.27470 2.31924 0.0 0.0 0.0
C -2.15962 2.49285 -2.49169 0.0 0.0 0.0
C 2.88749 -3.54073 2.12480 0.0 0.0 0.0
C 0.05917 -2.99791 4.89141 0.0 0.0 0.0
C 0.72875 -1.77590 -3.17904 0.0 0.0 0.1
C -3.06138 2.29803 -0.40173 0.1 0.0 0.0
C 1.64609 -1.07225 4.70071 0.0 0.0 0.0
C -1.94251 3.15750 -0.31490 0.0 0.0 -0.1
C 0.57827 -1.86252 4.21994 0.0 0.0 0.0
C -0.24283 4.17821 -1.99471 0.0 0.0 0.0
H -0.03051 0.56009 -6.07822 0.0 0.0 0.0
H 3.15611 4.72813 1.55095 0.0 0.0 0.0
H -4.57977 0.23223 -1.55999 0.0 0.0 0.0
H -1.15348 2.94955 -4.34890 0.0 0.0 0.0
H -4.96442 1.72888 0.43640 0.0 0.0 0.0
H 1.75207 1.16734 2.18832 0.0 0.0 0.0
H -1.10125 4.85625 0.72727 0.0 0.0 0.0
H -0.57710 5.15010 -2.38254 0.0 0.0 0.0
H 0.32109 1.39340 -3.75962 0.0 0.0 0.0
H 2.50424 3.49311 2.65148 0.0 0.0 0.0
H 0.41012 4.38197 -1.14266 0.0 0.0 0.0
H 2.11380 -1.33244 5.64146 0.0 0.0 0.0
H -2.19532 1.52556 -4.44187 0.0 0.0 0.0
H 0.39035 3.73754 -2.77366 0.0 0.0 0.0
H 1.38876 4.66620 1.88638 0.0 0.0 0.0
H 2.91089 0.61098 4.32245 0.0 0.0 0.0
H 0.59571 -3.41138 -4.56076 0.0 0.0 0.0
H 3.70712 -3.30486 2.78948 0.0 0.0 0.0
H -3.61757 0.84341 1.13287 0.0 0.0 0.0
H -0.14965 -4.31357 -0.13234 0.0 0.0 0.0
H -1.31993 -4.61760 4.82283 0.0 0.0 0.0
H 0.10799 -1.90479 -6.49419 0.0 0.0 0.0
H 3.16363 -1.81273 0.88145 0.0 0.0 0.0
H -2.89554 3.13531 -4.42388 0.0 0.0 0.0
H -5.17035 1.53979 -2.57542 0.0 0.0 0.0
H -2.22403 3.90294 1.68536 0.0 0.0 0.0
H -3.88675 2.51956 1.57751 0.0 0.0 0.0
H -0.59713 3.30962 1.40537 0.0 0.0 0.0
H 0.38229 -5.79893 1.76604 0.0 0.0 0.0
H 1.02332 -3.72320 -2.19300 0.0 0.0 0.0
H -3.93047 0.45124 -3.18002 0.0 0.0 0.0

***

Entry 3:
23
Properties=species:S:1:pos:R:3:forces:R:3 method="wB97M-V/def2-TZVPD" charge=+1 homo_ev=-14.08 orbital_gap_ha=0.187
O 3.04976 -1.27340 2.15568 1.0 -0.5 0.4
O -1.35947 1.99996 -1.64209 -0.3 -1.5 0.6
O 2.88064 -0.16235 -0.74369 -0.6 -0.6 2.0
O -3.50720 0.28054 -1.53651 -3.4 1.9 -0.3
N 0.78979 1.34103 1.99706 -0.8 -1.5 -2.0
N -2.12550 -2.10427 -0.78461 1.3 -3.1 2.1
C 0.24011 -0.53933 0.44956 -0.2 -0.4 5.6
C 0.33707 0.76451 0.71308 0.9 2.7 2.0
H -4.54716 0.37883 -1.59736 3.4 -0.7 0.1
H 1.92516 -0.28552 -0.67747 0.5 0.2 -0.5
H -3.24540 -0.63397 -1.54006 -0.1 -1.1 0.2
H -2.22503 1.59703 -1.89254 0.5 0.0 0.4
H 0.42112 2.21155 2.44982 -0.3 -1.1 -1.3
H -2.33244 -2.58683 0.22399 0.2 1.2 -3.2
H 1.30933 0.78584 2.67470 -0.2 -0.5 -0.4
H 0.61571 -1.37405 1.18054 0.2 0.5 -2.5
H 2.84605 -1.15896 1.23321 0.3 0.2 -0.7
H -1.32898 2.84355 -2.04565 0.0 1.3 -0.7
H 3.96998 -1.64527 2.12609 -1.2 0.5 0.3
H -1.79851 -2.94373 -1.42811 -0.8 2.2 1.8
H -1.26028 -1.57826 -0.49175 -0.9 -0.3 -0.9
H -0.03606 1.53774 0.07705 -0.1 0.4 -1.0
H 3.06350 0.08555 -1.62243 0.4 0.4 -1.8

***

Entry 4:
79
Properties=species:S:1:pos:R:3:forces:R:3 method="wB97M-V/def2-TZVPD" charge=0 homo_ev="-3.95 / -3.65" spin_multiplicity=4 orbital_gap_ha="0.152 / 0.141"
V -0.68037 0.01224 -0.45126 -0.8 -0.4 2.9
P 0.60388 -2.87683 -1.20404 -1.3 3.0 -0.2
P 0.58396 1.73658 -1.00432 0.8 -2.2 0.7
O -0.63822 -1.39733 3.15164 -0.1 1.0 0.0
O -0.06850 2.63117 1.05034 -1.1 0.0 3.0
N -0.60633 0.46799 1.74555 0.1 -0.3 0.5
N -0.42342 2.06499 3.30405 0.2 1.3 -1.0
C 1.09417 1.88708 5.76325 0.5 -0.2 0.1
C -0.78776 1.10783 -5.00034 1.0 0.7 -1.1
C 1.78836 2.98411 -1.43047 0.0 0.8 -0.8
C -0.09211 -1.30703 -1.92989 1.6 -0.9 -1.2
C 0.56499 -2.20692 0.47599 0.7 -0.5 0.3
C -0.55019 -1.80570 -5.01917 0.7 -0.6 -0.6
C -1.70258 0.33164 -5.90935 -0.5 -0.3 0.1
C 1.68193 -0.29979 4.91303 0.2 0.1 0.2
C -1.58254 0.51732 6.36312 -0.3 0.2 -0.1
C -3.87536 1.17740 6.75284 0.1 0.1 -0.2
C 0.67430 0.06103 -2.12296 1.2 1.0 -2.2
C 3.10920 0.79697 6.54928 -0.3 0.1 0.0
C 2.82484 -0.29637 5.72877 0.0 0.2 0.1
C 1.66657 -1.08030 -5.93686 0.5 0.3 0.0
C 0.82518 0.79610 4.91969 -0.1 -0.2 0.2
C 0.79535 -1.77852 -4.92965 -1.1 -0.9 -0.7
C -0.33872 1.79741 1.95843 0.1 0.7 -0.8
C -1.69322 0.91233 5.02423 0.2 -0.4 0.3
C 0.54603 1.14168 -5.17948 -0.6 0.4 -0.5
C -0.67383 -4.16284 -1.41996 0.1 -0.4 0.0
C -2.90440 1.40258 4.53900 -0.3 0.1 0.4
C -1.30280 -1.15669 -6.15022 -0.4 0.1 -0.2
C 1.26797 0.39228 -6.28275 0.4 0.0 -0.2
C 2.22920 1.89200 6.57555 -0.2 -0.2 -0.3
C -0.60155 -0.18131 2.97382 0.1 -0.5 -1.1
C 2.23959 -3.30622 -1.83457 0.4 -0.7 0.3
C -0.46902 0.86274 4.10616 0.1 0.7 0.2
C -2.66357 0.67878 7.22809 0.0 -0.2 -0.1
C -3.99431 1.54432 5.40887 0.4 -0.2 -0.1
C -1.13220 2.18808 -1.51681 0.5 1.2 0.1
H 2.74719 2.53218 -1.70935 -0.2 0.0 0.1
H 1.45419 -1.16318 4.28631 0.0 0.3 0.2
H -0.46510 -1.61118 -2.90228 0.1 0.3 0.2
H -2.71196 0.35122 -5.47178 0.3 0.0 -0.2
H 0.70482 0.39752 -7.23588 0.0 0.1 0.6
H -1.16808 2.48055 -2.57743 -0.2 -0.3 0.4
H -0.74006 -1.23373 -7.09793 -0.1 0.0 0.5
H 1.93878 3.59067 -0.52211 -0.1 -0.2 -0.4
H 3.99808 0.81081 7.18638 -0.3 -0.1 -0.2
H 2.21109 0.93010 -6.49432 -0.4 -0.2 0.0
H 1.71256 -1.65985 -6.88202 -0.1 0.2 0.4
H 1.42732 3.61904 -2.24746 0.3 0.2 0.0
H -1.46236 3.04719 -0.90549 0.0 -0.5 -0.2
H -1.65859 -3.68516 -1.57432 0.6 0.0 0.2
H -1.18297 -2.43282 -4.37003 0.5 0.3 -0.2
H 2.81613 -2.37835 -1.98518 -0.3 -0.3 0.2
H -1.81977 1.31556 -1.33882 -0.3 0.4 -0.3
H -2.23485 -1.73161 -6.29619 0.4 0.2 -0.1
H 2.40109 2.74436 7.23953 0.1 -0.3 -0.3
H 0.56538 -2.96196 1.25009 0.1 -0.2 0.3
H 2.74338 -3.94442 -1.08639 0.0 0.2 -0.4
H -0.71312 -4.77584 -0.50206 0.0 0.2 -0.4
H 0.39902 2.73066 5.81082 0.2 -0.3 0.0
H 0.33593 0.44546 -3.09310 0.3 -0.6 0.4
H 1.41583 -1.53182 0.63624 0.0 -0.2 -0.2
H -0.20462 3.00116 3.63612 0.0 -0.6 0.0
H -0.63830 0.12025 6.73937 -0.4 0.1 -0.1
H 1.18813 1.80877 -4.58591 -0.5 -0.3 0.0
H 1.32768 -2.45331 -4.24825 -0.4 0.6 0.1
H -1.14579 -1.22151 -1.41337 -2.2 -0.9 0.0
H 2.18317 -3.85433 -2.79329 -0.1 0.3 0.5
H -1.26538 1.79891 -4.30517 0.2 -0.4 0.0
H -1.78060 0.81727 -6.90113 0.0 0.0 0.4
H -4.92754 1.94390 5.02322 0.1 -0.1 0.1
H -0.38477 -1.63379 0.65531 0.0 -0.8 -0.1
H -4.72502 1.28233 7.42480 0.2 0.0 -0.1
H 1.77098 -0.07104 -2.23073 -0.3 -0.3 0.3
H -2.54100 0.40777 8.27650 -0.1 0.0 -0.2
H -0.47981 -4.82344 -2.28511 0.1 0.4 0.4
H 2.69600 -1.06796 -5.54445 -0.3 0.0 -0.1
H 3.48494 -1.16753 5.73542 -0.2 0.3 0.0
H -2.98651 1.69841 3.48984 0.0 -0.1 0.4

***

Calculated energy above the lowest of the compared OMol25 structures with the same formula, charge and spin, 20.4; 15.9; 187.6; 158.6 kcal per mole (same order as the records).